Density functional theory data (the ωB97M-V functional and the def2-TZVPD basis) for 9 unconnected molecules or ions with the total composition C42H99O32P5 in a non-equilibrium geometry.

Last columns: bonded neighbours and bond lengths (Å).
Atoms and positions in Å:
1 C 20.69738 24.54596 14.08965  C2 1.532, H12 1.062, H13 1.104, H14 1.058
2 C 20.03186 24.01672 12.81583  C1 1.532, O3 1.394, H15 1.106, H16 1.138
3 O 19.10784 24.95505 12.35994  C2 1.394, P4 1.608
4 P 18.68674 25.21473 10.83027  O3 1.608, O5 1.458, O6 1.539, O9 1.552
5 O 19.73574 25.50204 9.85913  P4 1.458
6 O 17.71550 26.35080 11.19609  P4 1.539, C7 1.430
7 C 18.04496 27.59849 11.81309  O6 1.430, C8 1.500, H17 1.097, H18 1.105
8 C 18.37207 28.62345 10.76774  C7 1.500, H19 1.079, H20 1.108, H21 1.048
9 O 17.82293 23.98206 10.45150  P4 1.552, C10 1.504
10 C 16.86501 23.48670 11.49966  O9 1.504, C11 1.552, H22 1.104, H23 1.060
11 C 15.95521 22.47813 10.74826  C10 1.552, H24 1.116, H25 1.073, H26 1.088
12 H 21.29075 23.83263 14.60627  C1 1.062
13 H 21.35223 25.42173 13.93684  C1 1.104
14 H 19.86252 24.85589 14.66090  C1 1.058
15 H 20.77962 23.85771 12.01594  C2 1.106
16 H 19.49380 23.02264 12.94922  C2 1.138
17 H 17.16293 27.93682 12.37156  C7 1.097
18 H 18.94695 27.42235 12.42628  C7 1.105
19 H 18.82229 29.55069 11.08770  C8 1.079
20 H 19.20934 28.21136 10.16992  C8 1.108
21 H 17.48693 28.77698 10.22741  C8 1.048
22 H 17.48712 22.96510 12.24733  C10 1.104
23 H 16.30863 24.29566 11.89830  C10 1.060
24 H 16.50026 21.50376 10.74047  C11 1.116
25 H 15.03014 22.22512 11.22890  C11 1.073
26 H 15.70148 22.85381 9.75879  C11 1.088
27 C 22.71010 18.28019 13.60654  C28 1.517, H38 1.112, H39 1.106, H40 1.096
28 C 22.29962 17.14008 14.51849  C27 1.517, O29 1.498, H41 1.084, H42 1.035
29 O 22.63015 15.79296 13.95306  C28 1.498, P30 1.588
30 P 21.53174 14.85877 13.28725  O29 1.588, O31 1.445, O32 1.532, O35 1.621
31 O 20.41242 15.61996 12.78060  P30 1.445
32 O 22.41958 14.09234 12.30110  P30 1.532, C33 1.468
33 C 23.34116 14.59918 11.27688  O32 1.468, C34 1.478, H43 1.090, H44 1.074
34 C 22.52916 15.34571 10.29350  C33 1.478, H45 1.050, H46 1.096, H47 1.144
35 O 21.17653 13.72176 14.38670  P30 1.621, C36 1.504
36 C 22.31406 13.07447 15.12671  O35 1.504, C37 1.512, H48 1.065, H49 1.097
37 C 22.11148 11.58563 15.29141  C36 1.512, H50 1.148, H51 1.125, H52 1.053
38 H 22.56248 19.26283 14.10525  C27 1.112
39 H 23.75438 18.14394 13.26931  C27 1.106
40 H 22.04708 18.28026 12.73346  C27 1.096
41 H 22.82139 17.07094 15.46614  C28 1.084
42 H 21.29183 17.13270 14.75317  C28 1.035
43 H 24.04503 15.27365 11.76453  C33 1.090
44 H 23.77962 13.68626 10.91923  C33 1.074
45 H 21.61050 14.84167 10.22253  C34 1.050
46 H 22.35103 16.38586 10.58832  C34 1.096
47 H 23.00703 15.43153 9.25794  C34 1.144
48 H 23.14573 13.33303 14.51447  C36 1.065
49 H 22.41960 13.63294 16.06484  C36 1.097
50 H 22.21362 10.89273 14.38122  C37 1.148
51 H 22.82610 11.27767 16.10413  C37 1.125
52 H 21.15618 11.39787 15.69236  C37 1.053
53 C 13.23122 26.81659 10.76705  C54 1.547, H64 1.096, H65 1.053, H66 1.104
54 C 13.57105 25.30906 10.69956  C53 1.547, O55 1.462, H67 1.097, H68 1.099
55 O 12.50140 24.36704 11.02583  C54 1.462, P56 1.582
56 P 11.88942 24.33596 12.48420  O55 1.582, O57 1.447, O58 1.557, O61 1.561
57 O 10.91761 25.38709 12.69346  P56 1.447
58 O 11.30671 22.89265 12.47344  P56 1.557, C59 1.477
59 C 9.84442 22.76278 12.31241  O58 1.477, C60 1.565, H69 1.059, H70 1.116
60 C 9.32056 22.73806 10.83815  C59 1.565, H71 1.090, H72 1.167, H73 1.120
61 O 13.13822 24.14731 13.40121  P56 1.561, C62 1.439
62 C 13.47164 24.94180 14.55362  O61 1.439, C63 1.517, H74 1.053, H75 1.133
63 C 14.97733 25.12300 14.52333  C62 1.517, H76 1.057, H77 1.122, H78 1.085
64 H 12.44096 27.14595 10.08312  C53 1.096
65 H 12.90581 27.13277 11.71742  C53 1.053
66 H 14.14872 27.28148 10.36506  C53 1.104
67 H 13.82382 25.06648 9.66035  C54 1.097
68 H 14.37486 25.06460 11.40792  C54 1.099
69 H 9.69037 21.89508 12.89988  C59 1.059
70 H 9.31731 23.54452 12.90891  C59 1.116
71 H 9.26447 23.75531 10.45174  C60 1.090
72 H 9.97528 22.13646 10.08190  C60 1.167
73 H 8.26874 22.36254 10.75445  C60 1.120
74 H 12.98485 25.87515 14.55405  C62 1.053
75 H 13.08124 24.39750 15.46767  C62 1.133
76 H 15.48558 24.19813 14.58538  C63 1.057
77 H 15.23473 25.50520 13.50068  C63 1.122
78 H 15.20302 25.97103 15.16159  C63 1.085
79 C 17.78923 18.61756 19.62242  C80 1.539, H90 1.086, H91 1.099, H92 1.078
80 C 19.00105 19.56666 19.63178  C79 1.539, O81 1.421, H93 1.059, H94 1.082
81 O 19.77706 19.37261 18.45679  C80 1.421, P82 1.510
82 P 20.63917 18.19650 18.06614  O81 1.510, O83 1.458, O84 1.573, O87 1.599
83 O 21.38128 18.40885 16.82942  P82 1.458
84 O 21.51636 17.83227 19.32033  P82 1.573, C85 1.498
85 C 22.89093 17.25920 19.15519  O84 1.498, C86 1.488, H95 1.097, H96 1.123
86 C 22.82352 15.78772 18.94521  C85 1.488, H97 1.070, H98 1.152, H99 1.131
87 O 19.66320 16.93330 18.15835  P82 1.599, C88 1.448
88 C 18.59171 16.68669 17.21618  O87 1.448, C89 1.557, H100 1.086, H101 1.065
89 C 18.79306 15.23560 16.69003  C88 1.557, H102 1.077, H103 1.081, H104 1.093
90 H 18.12206 17.59589 19.78190  C79 1.086
91 H 17.13631 18.83732 20.47917  C79 1.099
92 H 17.31419 18.70708 18.65902  C79 1.078
93 H 18.72086 20.58233 19.52123  C80 1.059
94 H 19.51785 19.40210 20.56857  C80 1.082
95 H 23.36809 17.89334 18.39804  C85 1.097
96 H 23.50303 17.48778 20.06840  C85 1.123
97 H 22.18254 15.25598 19.61686  C86 1.070
98 H 22.34972 15.49946 17.93537  C86 1.152
99 H 23.87418 15.37009 18.93491  C86 1.131
100 H 17.68638 16.86514 17.78939  C88 1.086
101 H 18.67249 17.43271 16.46048  C88 1.065
102 H 18.66436 14.63924 17.57728  C89 1.077
103 H 18.07053 15.03322 15.91129  C89 1.081
104 H 19.84128 15.19344 16.38280  C89 1.093
105 C 15.37986 13.25979 12.37246  C106 1.536, H116 1.073, H117 1.057, H118 1.101
106 C 16.34621 13.95566 13.34274  C105 1.536, O107 1.462, H119 1.107, H120 1.059
107 O 15.65444 14.62463 14.44334  C106 1.462, P108 1.594
108 P 14.82161 15.97385 14.28112  O107 1.594, O109 1.451, O110 1.571, O113 1.566
109 O 13.66292 15.94060 13.40885  P108 1.451
110 O 15.94149 17.02649 13.95580  P108 1.571, C111 1.469
111 C 16.19503 17.38999 12.55563  O110 1.469, C112 1.496, H121 1.086, H122 1.048
112 C 17.60658 17.12320 12.13984  C111 1.496, H123 1.064, H124 1.049, H125 1.059
113 O 14.40512 16.26465 15.76206  P108 1.566, C114 1.475
114 C 15.29923 16.21813 16.93381  O113 1.475, C115 1.477, H126 1.094, H127 1.064
115 C 14.55710 16.73093 18.10384  C114 1.477, H128 1.060, H129 1.088, H130 1.033
116 H 14.96338 12.41939 12.89450  C105 1.073
117 H 14.60735 13.86980 11.98786  C105 1.057
118 H 15.97673 12.95528 11.49857  C105 1.101
119 H 17.02048 13.25332 13.86928  C106 1.107
120 H 16.92377 14.64474 12.78278  C106 1.059
121 H 15.47603 16.88690 11.91628  C111 1.086
122 H 16.05545 18.42711 12.62030  C111 1.048
123 H 17.79787 17.73855 11.29317  C112 1.064
124 H 18.35313 17.34443 12.84261  C112 1.049
125 H 17.77899 16.11238 11.87536  C112 1.059
126 H 15.62374 15.18258 17.07338  C114 1.094
127 H 16.06659 16.89232 16.63716  C114 1.064
128 H 14.19927 17.72534 18.01594  C115 1.060
129 H 13.75821 16.05031 18.38882  C115 1.088
130 H 15.20909 16.74795 18.90473  C115 1.033
131 C 12.13649 18.74319 12.48509  O132 1.423, H137 1.120, H138 1.174, H139 1.073
132 O 13.08396 19.27945 11.56828  C131 1.423, C133 1.365
133 C 12.43340 19.97529 10.59017  O132 1.365, O134 1.202, O135 1.332
134 O 11.23956 20.00162 10.44929  C133 1.202
135 O 13.29730 20.78650 9.98147  C133 1.332, C136 1.408
136 C 12.81548 21.43139 8.82669  O135 1.408, H140 1.132, H141 1.081, H142 1.116
137 H 11.47926 17.96542 12.01796  C131 1.120
138 H 11.49560 19.50799 13.10322  C131 1.174
139 H 12.73419 18.21977 13.20695  C131 1.073
140 H 13.69712 21.48178 8.11910  C136 1.132
141 H 12.42855 22.43154 8.96650  C136 1.081
142 H 12.05425 20.83815 8.26601  C136 1.116
143 C 14.21089 20.82301 19.27275  O144 1.406, H149 1.113, H150 1.070, H151 1.046
144 O 13.08104 21.47897 19.79286  C143 1.406, C145 1.361
145 C 11.97617 20.68540 19.74223  O144 1.361, O146 1.191, O147 1.363
146 O 11.99128 19.55833 19.35784  C145 1.191
147 O 10.92568 21.39756 20.23874  C145 1.363, C148 1.489
148 C 9.68938 20.56717 20.25003  O147 1.489, H152 1.065, H153 1.100, H154 1.103
149 H 14.12890 20.60480 18.18437  C143 1.113
150 H 14.45444 19.98357 19.88967  C143 1.070
151 H 14.95824 21.53601 19.43647  C143 1.046
152 H 9.46002 20.27243 19.25222  C148 1.065
153 H 8.95125 21.26804 20.66633  C148 1.100
154 H 9.82640 19.68881 20.90319  C148 1.103
155 C 10.38131 22.75067 16.32795  O156 1.502, H161 1.063, H162 1.078, H163 1.099
156 O 11.42518 21.67498 16.41842  C155 1.502, C157 1.323
157 C 10.91027 20.46666 16.25858  O156 1.323, O158 1.217, O159 1.354
158 O 9.74992 20.26529 15.95245  C157 1.217
159 O 11.93898 19.59491 16.38460  C157 1.354, C160 1.439
160 C 11.67205 18.19255 16.19997  O159 1.439, H164 1.144, H165 1.139, H166 1.085
161 H 9.42602 22.34310 16.55237  C155 1.063
162 H 10.50133 23.30840 15.41309  C155 1.078
163 H 10.73874 23.48268 17.06588  C155 1.099
164 H 12.65520 17.63532 16.02432  C160 1.144
165 H 10.97660 18.06435 15.30764  C160 1.139
166 H 11.26132 17.82454 17.13443  C160 1.085
167 C 19.22243 19.91116 14.76427  O168 1.477, H173 1.117, H174 1.053, H175 1.057
168 O 17.99874 20.05466 15.57885  C167 1.477, C169 1.313
169 C 16.96782 20.16452 14.77354  O168 1.313, O170 1.200, O171 1.325
170 O 17.05719 20.34946 13.59163  C169 1.200
171 O 15.85657 19.94876 15.46310  C169 1.325, C172 1.437
172 C 14.61754 20.24080 14.79641  O171 1.437, H176 1.148, H177 1.087, H178 1.111
173 H 19.99766 19.60877 15.50965  C167 1.117
174 H 19.36750 20.81858 14.24970  C167 1.053
175 H 18.96727 19.10189 14.13430  C167 1.057
176 H 13.91986 19.34152 14.94658  C172 1.148
177 H 14.74826 20.32508 13.72057  C172 1.087
178 H 14.23316 21.16001 15.28857  C172 1.111

Output
Relative energy (zero: lowest compared OMol25 entry of this formula, charge and spin) = 0.0 kcal/mol
HOMO-LUMO gap = 10.70 eV
LUMO level = 0.45 eV
Structure (SMILES) = CCOP(=O)(OCC)OCC.CCOP(=O)(OCC)OCC.CCOP(=O)(OCC)OCC.CCOP(=O)(OCC)OCC.CCOP(=O)(OCC)OCC.COC(=O)OC.COC(=O)OC.COC(=O)OC.COC(=O)OC
Charge = 0
E_HOMO = -0.3764 hartree